{
  "formula": "C2H6FN",
  "method": "ωB97M-V/def2-TZVPD",
  "multiplicity": 1,
  "e_homo_ev": -9.910,
  "lumo_ha": 0.0440,
  "symbols": ["H", "C", "H", "C", "F", "N", "H", "H", "H", "H"],
  "positions_angstrom": [[0.742, -1.008, -1.166], [0.687, -0.917, -0.123], [-0.428, 0.176, 1.677], [-0.387, 0.055, 0.309], [-1.537, -0.670, -0.077], [-0.282, 1.415, -0.065], [0.254, 1.433, -0.926], [1.699, -0.530, 0.275], [0.427, -1.871, 0.062], [-1.174, 1.916, 0.035]]
}

---

{
  "formula": "C2H6FOPb",
  "method": "ωB97M-V/def2-TZVPD",
  "multiplicity": 1,
  "e_homo_ev": -12.390,
  "charge": 1,
  "lumo_ha": -0.3053,
  "symbols": ["O", "H", "H", "C", "H", "F", "H", "C", "H", "Pb", "H"],
  "positions_angstrom": [[14.363, -12.815, 0.348], [14.233, -11.613, 2.609], [15.783, -11.206, 1.936], [14.716, -10.999, 1.850], [13.197, -11.066, 0.190], [14.541, -13.048, -2.604], [14.650, -13.000, -0.549], [14.216, -11.368, 0.434], [14.843, -10.776, -0.232], [13.493, -11.661, -4.528], [14.510, -9.968, 2.139]]
}

---

{
  "formula": "C2H6FOPb",
  "method": "ωB97M-V/def2-TZVPD",
  "multiplicity": 1,
  "e_homo_ev": -11.135,
  "charge": 1,
  "lumo_ha": -0.3302,
  "symbols": ["C", "C", "Pb", "H", "H", "H", "H", "H", "O", "H", "F"],
  "positions_angstrom": [[30.416, -2.360, 14.497], [30.433, -0.896, 14.091], [27.105, -10.216, 13.114], [29.068, -3.672, 14.681], [29.691, -0.677, 13.323], [31.198, -2.524, 15.238], [30.741, -3.061, 13.729], [31.452, -0.722, 13.744], [29.217, -2.762, 14.950], [30.219, -0.240, 14.934], [28.288, -7.031, 14.955]]
}

---

{
  "formula": "C2H6IN",
  "method": "ωB97M-V/def2-TZVPD",
  "smiles": "CN(C)I",
  "multiplicity": 1,
  "e_homo_ev": [-9.082, -9.082],
  "lumo_ha": [-0.0505, -0.0505],
  "symbols": ["H", "N", "C", "H", "H", "C", "I", "H", "H", "H"],
  "positions_angstrom": [[1.156, 1.307, -0.478], [-0.356, -0.023, -0.499], [0.161, 1.170, -0.015], [-0.180, -2.086, -0.358], [0.296, 1.397, 1.163], [0.285, -1.210, 0.033], [-2.773, -0.077, -0.055], [0.493, -1.425, 1.147], [1.287, -1.082, -0.626], [-0.370, 2.028, -0.312]]
}

---

> What is the formula in the second record?

C2H6FOPb